# 1
The following is a DFT calculation (ωB97M-V with the def2-TZVPD basis set) of C35H22CuF9N2O6PSe as an isolated structure in a non-equilibrium geometry.

```
77
Properties=species:S:1:pos:R:3
Cu 0.29 -1.37 0.46
O -1.31 -1.75 1.27
C -1.52 -2.78 2.02
C -2.82 -2.91 2.58
C -3.17 -3.95 3.41
C -2.27 -4.96 3.70
C -1.01 -4.89 3.15
C -0.60 -3.83 2.34
C 0.77 -3.84 1.92
N 1.32 -2.78 1.46
N 2.64 -2.69 1.16
C 2.90 -1.59 0.50
O 2.03 -0.73 0.10
C 4.33 -1.35 0.25
C 5.22 -2.41 0.35
C 6.57 -2.21 0.15
C 7.04 -0.95 -0.16
C 6.16 0.11 -0.26
C 4.81 -0.08 -0.06
H -3.53 -2.13 2.34
H -4.17 -3.98 3.84
H -2.55 -5.79 4.34
H -0.28 -5.67 3.38
H 1.35 -4.76 2.04
H 4.82 -3.39 0.59
H 7.26 -3.04 0.22
H 8.10 -0.79 -0.34
H 6.53 1.10 -0.50
H 4.10 0.73 -0.15
O 0.80 0.22 -1.94
Se 1.42 -1.55 -2.38
O 0.89 -1.61 -3.87
O 0.66 -2.56 -1.45
O 2.99 -1.58 -2.38
F -1.37 6.14 -4.77
C -2.05 5.80 -3.65
F -1.95 6.88 -2.83
F -3.36 5.80 -4.02
C -1.59 4.54 -3.03
C -0.72 3.67 -3.69
C -0.29 2.53 -3.06
C -0.68 2.23 -1.75
C -1.59 3.09 -1.11
C -2.04 4.23 -1.73
P -0.26 0.65 -0.88
C 0.27 1.43 0.67
C -0.28 1.24 1.95
C 0.21 1.96 3.02
C 1.29 2.85 2.85
C 1.88 2.98 1.59
C 1.36 2.29 0.52
C 1.77 3.62 4.02
F 2.76 4.50 3.73
F 2.26 2.85 5.03
F 0.80 4.37 4.62
C -1.85 -0.16 -1.13
C -2.92 -0.07 -0.22
C -4.13 -0.66 -0.53
C -4.31 -1.32 -1.75
C -3.24 -1.40 -2.65
C -2.04 -0.82 -2.35
C -5.62 -1.94 -2.07
F -5.80 -3.20 -1.58
F -5.87 -2.06 -3.39
F -6.68 -1.24 -1.58
H -0.38 3.92 -4.68
H 0.39 1.86 -3.57
H -1.92 2.84 -0.11
H -2.72 4.90 -1.23
H -1.07 0.52 2.10
H -0.23 1.85 4.00
H 2.73 3.64 1.47
H 1.77 2.42 -0.47
H -2.79 0.44 0.71
H -4.95 -0.60 0.17
H -3.38 -1.91 -3.60
H -1.22 -0.88 -3.06
```

Computed properties:
LUMO (spin up / spin down): 4.25 / 4.25 eV
HOMO (spin up / spin down): 0.32 / -1.66 eV
Maximum force: 2.303 eV/Å
Gap between HOMO and LUMO (spin up / spin down): 3.9324 / 5.9116 eV
Total energy: -195649.7702 eV
2S+1: 2
Net charge: -2

***

# 2
The following is a DFT calculation (ωB97M-V with the def2-TZVPD basis set) of a 2-piece molecular cluster, C19H23B2ClNO10 overall in a non-equilibrium geometry.

```
56
Properties=species:S:1:pos:R:3
N -4.59 -3.24 1.33
C -5.31 -2.97 0.03
C -4.31 -2.75 -1.20
C -4.06 -1.17 -1.52
C -2.81 -0.72 -0.63
C -2.31 0.79 -0.90
B -0.75 1.07 -0.55
C 0.19 0.21 0.44
C 1.57 -0.17 -0.29
C 2.77 0.88 -0.13
Cl 2.38 2.41 0.80
O -0.14 2.25 -1.20
C -1.09 3.30 -1.34
O -1.77 3.49 -2.39
C -1.28 4.35 -0.14
C -2.11 5.63 -0.45
C -2.34 6.74 0.59
C -1.72 6.57 2.00
C -0.94 5.28 2.32
C -0.70 4.16 1.28
H -5.20 -2.93 2.11
H -4.51 -4.27 1.48
H -5.96 -3.88 -0.18
H -6.00 -2.07 0.23
H -3.28 -3.14 -0.85
H -4.58 -3.33 -2.14
H -5.03 -0.60 -1.26
H -3.89 -1.06 -2.65
H -3.11 -0.79 0.48
H -1.92 -1.41 -0.88
H -2.98 1.48 -0.27
H -2.51 1.01 -2.02
H 0.32 0.66 1.49
H -0.36 -0.79 0.62
H 1.34 -0.26 -1.42
H 1.89 -1.23 0.04
H 3.68 0.33 0.30
H 3.08 1.21 -1.19
H -2.55 5.74 -1.50
H -2.97 7.64 0.26
H -1.87 7.40 2.76
H -0.48 5.16 3.37
H -0.12 3.23 1.56
B 5.87 -3.40 0.12
O 6.60 -2.78 1.24
C 7.76 -3.42 1.36
O 8.60 -3.16 2.19
C 7.85 -4.47 0.34
O 8.78 -5.22 0.17
O 6.74 -4.47 -0.40
O 4.58 -3.95 0.57
C 3.63 -3.34 -0.14
O 2.45 -3.55 -0.02
C 4.25 -2.38 -1.07
O 3.66 -1.66 -1.85
O 5.57 -2.41 -0.92
```

Computed properties:
LUMO: 1.32 eV
HOMO: -7.44 eV
Maximum force: 4.957 eV/Å
Gap between HOMO and LUMO: 8.7546 eV
Total energy: -55920.7696 eV
Net charge: -1

***

# 3
The following is a DFT calculation (ωB97M-V with the def2-TZVPD basis set) of C28H42NNiO2Si as an isolated structure in a non-equilibrium geometry.

```
75
Properties=species:S:1:pos:R:3
O -0.23 -0.86 -4.65
C -0.06 0.35 -5.48
C -0.05 -0.38 -6.81
H 0.88 0.84 -5.23
H -0.90 1.05 -5.37
C -0.17 -1.62 -5.90
H 0.89 -0.29 -7.36
H -0.92 -0.20 -7.45
C 1.08 -2.48 -5.97
H 1.96 -1.89 -5.68
H 1.22 -2.85 -7.00
H 0.98 -3.34 -5.30
C -1.43 -2.44 -6.13
H -2.32 -1.81 -6.01
H -1.46 -3.27 -5.42
H -1.42 -2.85 -7.15
Ni -1.23 -1.59 0.78
C -2.51 -1.04 2.36
C -1.66 0.01 1.93
C -1.85 0.20 0.52
H -1.02 0.63 2.55
C -2.85 -0.75 0.09
C -3.21 -1.54 1.22
H -3.91 -2.37 1.19
H -2.66 -1.37 3.38
H -1.42 0.99 -0.07
H -3.29 -0.81 -0.89
C -0.33 -2.92 1.93
C -0.91 -3.54 0.78
C -0.35 -2.94 -0.38
H -1.63 -4.35 0.77
C 0.63 -1.99 0.05
C 0.63 -1.97 1.47
H 1.33 -1.41 2.08
H -0.55 -3.14 2.97
H -0.57 -3.17 -1.42
H 1.32 -1.46 -0.59
O 1.11 1.24 -2.79
C 0.20 0.34 -2.14
C -1.21 0.74 -2.53
H 0.29 0.45 -1.03
H 0.49 -0.69 -2.37
C -1.09 2.27 -2.53
H -1.97 0.34 -1.86
H -1.42 0.39 -3.54
C 0.42 2.53 -2.75
H -1.39 2.66 -1.56
H -1.70 2.73 -3.32
H 0.83 3.13 -1.93
H 0.62 3.03 -3.71
C 1.90 1.49 1.07
Si 1.98 2.03 2.86
C 3.73 2.15 3.49
C 1.16 3.72 3.09
N 1.10 0.79 3.71
C 0.78 0.60 4.97
C 0.00 -0.56 5.33
C -0.57 -0.67 6.59
C -0.29 0.29 7.58
C 0.57 1.36 7.30
C 1.11 1.52 6.04
H 2.55 0.63 0.86
H 2.21 2.32 0.41
H 0.88 1.20 0.80
H 4.31 2.85 2.88
H 3.76 2.50 4.54
H 4.21 1.17 3.45
H 0.36 3.89 2.36
H 0.71 3.78 4.10
H 1.89 4.53 2.99
H -0.16 -1.31 4.55
H -1.23 -1.51 6.80
H -0.73 0.19 8.57
H 0.82 2.08 8.08
H 1.76 2.36 5.81
```

Computed properties:
LUMO (spin up / spin down): 2.14 / 2.14 eV
HOMO (spin up / spin down): -2.69 / -2.69 eV
Maximum force: 3.187 eV/Å
Gap between HOMO and LUMO (spin up / spin down): 4.8331 / 4.8311 eV
Total energy: -84221.2227 eV
2S+1: 3
Net charge: -1

***

# 4
The following is a DFT calculation (ωB97M-V with the def2-TZVPD basis set) of CuF6N3O12S6 as an isolated structure in a non-equilibrium geometry.

```
28
Properties=species:S:1:pos:R:3
Cu 16.94 -9.18 11.74
N 17.13 -8.91 9.38
S 17.50 -7.67 8.52
O 16.58 -6.53 8.60
O 18.12 -7.97 7.27
F 18.78 -7.27 9.35
S 16.05 -9.45 8.22
O 16.64 -10.43 7.28
O 15.01 -8.56 7.71
F 15.13 -10.23 9.28
N 15.07 -9.44 12.83
S 15.02 -10.65 13.93
O 14.77 -11.98 13.38
O 14.66 -10.42 15.39
F 16.57 -10.69 14.29
S 13.58 -9.22 12.97
O 13.13 -8.47 14.08
O 12.67 -10.15 12.33
F 13.50 -8.05 11.82
N 18.65 -8.66 13.28
S 19.84 -9.22 14.42
O 19.37 -10.28 15.33
O 20.86 -8.29 14.91
F 20.66 -9.99 13.31
S 18.51 -7.34 14.01
O 19.34 -6.16 13.58
O 17.97 -7.34 15.41
F 17.08 -6.94 13.36
```

Computed properties:
LUMO: 4.01 eV
HOMO: -5.28 eV
Maximum force: 11.021 eV/Å
Gap between HOMO and LUMO: 9.2830 eV
Total energy: -154993.4258 eV
ΔE to the lowest compared entry with this formula, charge and spin: 105.9 kcal per mole
Net charge: -2

***

# 5
The following is a DFT calculation (ωB97M-V with the def2-TZVPD basis set) of C24H37BF15O16SZr as an isolated structure in a non-equilibrium geometry.

```
95
Properties=species:S:1:pos:R:3
Zr 3.39 -0.39 -0.24
B 4.88 0.75 -1.42
H 3.77 0.90 -1.77
H 5.14 -0.39 -1.55
H 5.63 1.40 -2.07
H 4.89 1.03 -0.29
O 1.86 -0.86 -1.57
C 0.60 -1.05 -0.93
C 0.65 -1.26 0.59
O 1.89 -0.83 1.15
H -0.02 -1.79 -1.44
H 0.10 -0.08 -1.05
H 0.36 -2.24 0.98
H -0.14 -0.59 0.96
C -0.23 -5.92 -1.24
C -0.70 -4.97 -0.20
O -1.89 -5.48 0.42
C -2.22 -4.95 1.58
O -1.63 -4.06 2.12
C -3.31 -5.75 2.33
F -4.33 -4.95 2.65
F -3.74 -6.80 1.64
F -2.76 -6.19 3.48
H -1.05 -6.26 -1.87
H 0.33 -6.74 -0.78
H 0.53 -5.44 -1.86
H -1.04 -4.02 -0.65
H 0.05 -4.66 0.53
C 3.92 4.42 -1.31
C 2.57 3.84 -1.65
O 1.71 3.78 -0.44
C 1.78 2.74 0.30
O 2.52 1.80 0.12
C 0.87 2.86 1.54
F -0.29 3.43 1.25
F 0.67 1.65 2.06
F 1.51 3.61 2.46
H 3.82 5.25 -0.61
H 4.36 4.77 -2.24
H 4.61 3.70 -0.87
H 2.65 2.83 -2.05
H 1.97 4.41 -2.35
C -1.89 2.63 -2.06
C -2.31 1.48 -1.17
O -3.70 1.32 -1.21
C -4.18 0.54 -2.16
O -3.53 -0.06 -2.96
C -5.71 0.45 -2.12
F -6.07 -0.65 -1.45
F -6.26 1.52 -1.55
F -6.17 0.34 -3.37
H -2.42 2.62 -3.02
H -0.83 2.78 -2.31
H -2.19 3.58 -1.61
H -1.93 1.66 -0.17
H -1.87 0.55 -1.54
C 2.62 -0.46 4.83
C 3.95 -0.92 4.29
O 4.76 0.26 4.01
C 4.78 0.77 2.84
O 4.20 0.32 1.87
C 5.61 2.07 2.75
F 5.86 2.57 3.94
F 6.76 1.79 2.14
F 4.92 2.96 2.03
H 2.01 -0.05 4.03
H 2.76 0.31 5.59
H 2.11 -1.28 5.34
H 3.81 -1.54 3.41
H 4.51 -1.46 5.04
C -2.86 1.45 3.35
C -2.59 0.08 2.83
O -3.68 -0.82 3.08
C -4.54 -1.00 2.09
O -4.52 -0.47 1.02
C -5.64 -2.01 2.45
F -6.81 -1.38 2.53
F -5.73 -2.92 1.47
F -5.41 -2.65 3.59
H -3.55 2.01 2.72
H -1.92 2.01 3.41
H -3.23 1.39 4.37
H -1.76 -0.38 3.38
H -2.26 0.03 1.79
C 0.44 0.19 -5.01
C -0.91 0.63 -5.49
O -0.80 2.07 -5.53
S 0.73 2.53 -5.62
O 1.06 3.18 -4.41
O 0.98 3.21 -6.83
O 1.36 1.06 -5.70
H 0.63 -0.84 -5.28
H 0.58 0.36 -3.94
H -1.72 0.31 -4.84
H -1.15 0.36 -6.52
```

Computed properties:
LUMO: -4.97 eV
HOMO: -13.13 eV
Maximum force: 5.325 eV/Å
Gap between HOMO and LUMO: 8.1614 eV
Total energy: -111797.1638 eV
ΔE to the lowest compared entry with this formula, charge and spin: 4.4 kcal per mole
Net charge: +1

***

# 6
The following is a DFT calculation (ωB97M-V with the def2-TZVPD basis set) of one molecule with the formula C6H12O.

```
19
Properties=species:S:1:pos:R:3
C 1.44 -0.61 2.40
C 1.18 -1.04 0.92
C 0.09 -0.08 0.13
C -1.26 -0.70 0.26
O -2.22 -0.25 -0.32
C -0.08 0.71 -1.49
C -1.36 1.33 -2.24
H 2.11 -1.31 2.92
H 1.91 0.37 2.47
H 0.52 -0.58 3.01
H 2.16 -1.11 0.44
H 0.82 -2.08 0.98
H 0.15 0.84 0.70
H -1.38 -1.63 0.85
H 0.33 0.00 -2.21
H 0.58 1.57 -1.38
H -1.00 1.86 -3.15
H -1.93 2.09 -1.69
H -2.10 0.61 -2.61
```

Computed properties:
LUMO: 0.95 eV
HOMO: -9.47 eV
Maximum force: 0.916 eV/Å
Gap between HOMO and LUMO: 10.4253 eV
Total energy: -8461.6488 eV
ΔE to the lowest compared entry with this formula, charge and spin: 62.4 kcal per mole

***

# 7
The following is a DFT calculation (ωB97M-V with the def2-TZVPD basis set) of a 2-piece molecular cluster, C6H17PSi overall in a non-equilibrium geometry.

```
25
Properties=species:S:1:pos:R:3
C 1.31 0.46 -1.67
C 1.31 1.97 0.25
C 2.30 -0.26 0.50
C -0.96 -1.80 -0.71
C -0.87 -0.43 2.21
C 1.15 0.47 -0.17
Si -0.47 -0.38 0.37
P -4.64 0.14 -0.53
H 1.21 -0.61 -1.91
H 0.69 1.09 -2.24
H 2.35 0.87 -1.93
H 0.64 2.64 -0.48
H 2.24 2.33 -0.07
H 1.12 2.24 1.23
H 2.32 -0.30 1.61
H 2.28 -1.28 0.14
H 3.22 0.21 0.17
H -0.54 -1.67 -1.76
H -0.60 -2.65 -0.15
H -2.12 -1.78 -0.68
H -0.89 -1.45 2.52
H -0.10 0.07 2.70
H -1.81 0.02 2.37
H -5.90 -0.06 -1.17
H -4.93 -1.08 0.17
```

Computed properties:
LUMO (spin up / spin down): 0.41 / -1.29 eV
HOMO (spin up / spin down): -8.96 / -5.87 eV
Maximum force: 4.946 eV/Å
Gap between HOMO and LUMO (spin up / spin down): 9.3659 / 4.5805 eV
Total energy: -23660.1075 eV
ΔE to the lowest compared entry with this formula, charge and spin: 75.2 kcal per mole

***

# 8
The following is a DFT calculation (ωB97M-V with the def2-TZVPD basis set) of one molecule with the formula C6H10O in a non-equilibrium geometry.

```
17
Properties=species:S:1:pos:R:3
C -1.66 -0.48 -1.50
C -1.59 0.09 -0.27
C -2.82 0.95 0.17
C -0.37 0.15 0.53
C 0.78 -0.34 0.12
C 2.11 -0.43 0.83
O 3.27 -0.04 -0.05
H -2.72 -0.61 -1.84
H -0.75 -0.91 -2.08
H -2.65 1.30 1.23
H -3.45 0.03 0.33
H -3.31 1.65 -0.49
H -0.45 0.97 1.25
H 0.65 -1.22 -0.50
H 2.43 -1.50 1.16
H 2.05 0.08 1.89
H 3.36 0.87 0.05
```

Computed properties:
LUMO: 0.32 eV
HOMO: -8.64 eV
Maximum force: 4.118 eV/Å
Gap between HOMO and LUMO: 8.9567 eV
Total energy: -8428.4226 eV
ΔE to the lowest compared entry with this formula, charge and spin: 65.0 kcal per mole

***

Please write out number 6 again, unchanged.
The following is a DFT calculation (ωB97M-V with the def2-TZVPD basis set) of one molecule with the formula C6H12O.

```
19
Properties=species:S:1:pos:R:3
C 1.44 -0.61 2.40
C 1.18 -1.04 0.92
C 0.09 -0.08 0.13
C -1.26 -0.70 0.26
O -2.22 -0.25 -0.32
C -0.08 0.71 -1.49
C -1.36 1.33 -2.24
H 2.11 -1.31 2.92
H 1.91 0.37 2.47
H 0.52 -0.58 3.01
H 2.16 -1.11 0.44
H 0.82 -2.08 0.98
H 0.15 0.84 0.70
H -1.38 -1.63 0.85
H 0.33 0.00 -2.21
H 0.58 1.57 -1.38
H -1.00 1.86 -3.15
H -1.93 2.09 -1.69
H -2.10 0.61 -2.61
```

Computed properties:
LUMO: 0.95 eV
HOMO: -9.47 eV
Maximum force: 0.916 eV/Å
Gap between HOMO and LUMO: 10.4253 eV
Total energy: -8461.6488 eV
ΔE to the lowest compared entry with this formula, charge and spin: 62.4 kcal per mole

***

- Which formula does entry 8 have?
  C6H10O

***

- The highest total energy belongs to which entry?
  C6H10O